{"formula": "C43H43N6O13", "method": "ωB97M-V/def2-TZVPD", "symbols": ["C", "C", "C", "C", "C", "C", "N", "C", "C", "C", "C", "O", "O", "C", "C", "C", "O", "H", "H", "H", "H", "H", "H", "H", "H", "H", "H", "H", "H", "H", "H", "H", "H", "H", "H", "C", "C", "C", "C", "C", "C", "N", "O", "O", "H", "H", "H", "H", "H", "C", "C", "C", "C", "C", "C", "N", "O", "O", "H", "H", "H", "H", "H", "C", "C", "C", "C", "C", "C", "N", "O", "O", "H", "H", "H", "H", "H", "C", "C", "C", "C", "C", "C", "N", "O", "O", "H", "H", "H", "H", "H", "C", "C", "C", "C", "C", "C", "N", "O", "O", "H", "H", "H", "H", "H"], "xyz": [[-1.58083, 2.88931, -4.50634], [-2.12715, 1.61990, -3.82255], [-3.09759, 1.94050, -2.67037], [-2.91319, 0.97436, -1.47518], [-4.09876, 0.98905, -0.50742], [-1.57341, 1.23266, -0.83871], [-0.64518, 0.26596, -1.04555], [0.61720, 0.30770, -0.59627], [1.03908, 1.39615, 0.13103], [0.12690, 2.41938, 0.39043], [0.62226, 3.57748, 1.20921], [0.12528, 3.86807, 2.24602], [1.68921, 4.24162, 0.71476], [-1.18359, 2.35367, -0.09277], [-2.11583, 3.50222, 0.18762], [-1.75907, 4.71152, -0.67633], [-2.28115, 5.77070, -0.55010], [-1.54699, 3.72819, -3.81527], [-0.60089, 2.71851, -4.93733], [-2.26916, 3.17773, -5.29629], [-2.66373, 1.05719, -4.58232], [-1.29436, 0.99292, -3.50626], [-4.11859, 1.84276, -3.02876], [-2.91735, 2.95747, -2.33357], [-2.85980, -0.03380, -1.87999], [-4.57486, 1.95916, -0.41225], [-3.85889, 0.57970, 0.47105], [-4.86061, 0.33359, -0.92595], [-0.92881, -0.54495, -1.59688], [1.28073, -0.51945, -0.81981], [2.06262, 1.41023, 0.47444], [2.36018, 3.59265, 0.45889], [-1.98913, 3.83724, 1.21373], [-3.16026, 3.25172, 0.07348], [-0.94756, 4.56675, -1.41864], [2.02183, 1.60298, 4.94052], [2.60340, 0.64020, 5.75633], [2.24177, -0.69336, 5.62931], [1.29984, -1.04079, 4.67894], [0.70390, -0.09656, 3.86634], [1.06889, 1.23280, 3.99970], [0.92570, -2.45531, 4.51245], [1.44542, -3.26705, 5.24496], [0.12033, -2.72424, 3.63803], [2.31037, 2.64144, 5.03820], [3.34270, 0.92695, 6.49091], [2.69240, -1.44514, 6.26012], [-0.03419, -0.39044, 3.13425], [0.61305, 1.97576, 3.36375], [-3.87641, -4.60987, 2.41447], [-4.54826, -3.70453, 1.60133], [-3.88456, -3.08687, 0.55687], [-2.54975, -3.39398, 0.34275], [-1.86236, -4.29020, 1.14550], [-2.53627, -4.89850, 2.18922], [-1.84682, -2.76222, -0.76680], [-2.45381, -1.94645, -1.45791], [-0.68852, -3.06258, -0.95865], [-4.40065, -5.09368, 3.22736], [-5.59090, -3.48345, 1.78093], [-4.40247, -2.38401, -0.07865], [-0.82111, -4.51224, 0.96559], [-2.01733, -5.59995, 2.82648], [5.95492, -5.19923, -0.22811], [4.68478, -5.49193, -0.70946], [3.75710, -4.47926, -0.87838], [4.12457, -3.18190, -0.56211], [5.38336, -2.87076, -0.07589], [6.30175, -3.89228, 0.09116], [3.15619, -2.10644, -0.75834], [2.04312, -2.40097, -1.16847], [3.49884, -0.96403, -0.50474], [6.67838, -5.99338, -0.10240], [4.41889, -6.51010, -0.95582], [2.76870, -4.70048, -1.25258], [5.64885, -1.85306, 0.16778], [7.29003, -3.66934, 0.46741], [-2.40897, -4.07200, -4.31533], [-1.82199, -4.82422, -3.30489], [-2.11713, -6.17279, -3.18398], [-2.99549, -6.74743, -4.08275], [-3.59293, -6.01524, -5.09084], [-3.29496, -4.66597, -5.20434], [-3.29462, -8.18568, -3.96644], [-2.76916, -8.79385, -3.05591], [-4.04557, -8.66993, -4.78575], [-2.17310, -3.01968, -4.41022], [-1.13286, -4.36010, -2.61693], [-1.66593, -6.76497, -2.40153], [-4.27903, -6.48466, -5.77997], [-3.75255, -4.07992, -5.98934], [1.58857, 8.39824, 2.86123], [1.85879, 7.27920, 2.08373], [3.08500, 7.15385, 1.45328], [4.02725, 8.15043, 1.61751], [3.77659, 9.27439, 2.38176], [2.54470, 9.39546, 3.00596], [5.33862, 7.99997, 0.96533], [5.51713, 7.00603, 0.28616], [6.16181, 8.87048, 1.14653], [0.63143, 8.49280, 3.35686], [1.11533, 6.50324, 1.97141], [3.29862, 6.28761, 0.84795], [4.52548, 10.04420, 2.49326], [2.33257, 10.26713, 3.60913]], "atomic_forces_ev_per_a": [[-0.491, -0.350, 0.084], [-0.055, 0.613, -0.290], [0.551, -0.673, 0.022], [-0.088, 0.390, -0.243], [-0.219, -0.323, -0.190], [0.381, -0.150, 0.195], [0.127, 0.345, 0.097], [0.223, 0.189, 0.175], [-0.438, -0.177, -0.246], [0.372, -0.444, -0.516], [0.249, -0.124, -0.036], [-0.565, 0.500, 0.398], [0.100, -0.337, 0.237], [-0.354, -0.133, 0.267], [0.413, 0.040, -0.115], [0.160, -0.285, -0.063], [-0.369, 0.508, 0.069], [0.260, 0.072, 0.106], [0.105, 0.084, -0.106], [0.077, 0.164, -0.162], [0.033, -0.310, 0.026], [0.044, -0.034, 0.198], [-0.176, 0.215, 0.120], [-0.279, 0.216, 0.023], [-0.011, 0.223, -0.034], [0.081, 0.161, 0.136], [0.102, 0.121, 0.147], [-0.091, -0.029, -0.055], [-0.115, -0.087, 0.098], [-0.295, -0.025, -0.129], [0.059, -0.017, 0.094], [0.093, 0.265, -0.497], [-0.040, -0.041, 0.163], [-0.114, 0.001, -0.166], [0.054, -0.088, -0.055], [0.021, -0.055, 0.019], [-0.077, 0.038, -0.100], [0.145, -0.001, 0.144], [0.039, 0.109, 0.024], [-0.117, 0.129, -0.222], [0.126, -0.088, 0.028], [0.021, -0.035, 0.013], [-0.025, 0.007, -0.018], [-0.011, -0.023, -0.028], [-0.016, 0.003, 0.015], [-0.001, -0.017, 0.017], [-0.058, -0.081, -0.050], [-0.003, -0.119, 0.046], [-0.072, 0.029, 0.125], [0.040, 0.013, -0.033], [0.061, -0.044, 0.057], [-0.167, 0.107, -0.040], [-0.173, -0.093, 0.075], [0.183, -0.092, 0.016], [-0.132, 0.021, 0.015], [-0.146, -0.226, 0.319], [0.203, -0.297, 0.063], [0.094, 0.343, 0.017], [-0.002, 0.001, 0.007], [-0.007, 0.008, -0.013], [0.073, -0.015, -0.075], [0.001, 0.070, -0.055], [0.033, 0.017, 0.001], [-0.021, 0.024, -0.004], [0.103, 0.038, 0.047], [-0.137, -0.130, -0.068], [0.132, -0.133, 0.007], [0.128, 0.135, 0.062], [-0.043, -0.108, -0.029], [0.007, -0.213, -0.036], [0.247, 0.096, 0.050], [-0.076, 0.045, 0.036], [0.000, -0.004, 0.007], [-0.017, -0.002, -0.003], [-0.020, 0.106, -0.006], [-0.090, 0.033, -0.040], [0.002, 0.018, 0.003], [-0.027, -0.038, -0.005], [-0.138, 0.000, -0.186], [0.139, 0.046, 0.182], [0.036, 0.154, -0.024], [-0.111, 0.056, -0.165], [0.074, 0.034, 0.095], [-0.038, -0.085, 0.028], [-0.003, 0.015, -0.007], [0.004, 0.013, 0.006], [0.000, 0.001, 0.004], [0.085, -0.100, -0.097], [-0.050, -0.107, -0.052], [0.023, -0.110, 0.050], [-0.011, -0.017, -0.015], [0.037, 0.018, -0.006], [-0.013, 0.153, 0.071], [-0.140, -0.195, -0.023], [-0.117, 0.019, 0.066], [0.026, 0.179, 0.098], [-0.061, -0.114, -0.028], [0.061, -0.008, -0.048], [-0.003, 0.003, 0.013], [-0.015, -0.004, -0.006], [-0.006, 0.010, -0.009], [0.000, -0.014, 0.013], [0.121, 0.052, -0.031], [0.077, -0.064, -0.064], [0.015, 0.014, -0.003]], "e_homo_ev": -11.591, "lumo_energy_ev": -4.080, "total_charge": 1, "energy_ev": -80827.3676}